DFT (ωB97M-V/def2-TZVPD) results for the molecule C3H4N2 in a non-equilibrium geometry.

Geometry as ORCA input:
```
! RIJCOSX wB97M-V def2-TZVPD def2/J DEFGRID3
* xyz 0 1
C 0.2030 0.3947 -0.1998
C -0.1340 -0.6687 0.4977
C 0.6398 -1.8588 0.7519
H -0.1510 2.4096 -0.8621
H -1.5487 1.3881 -0.8142
H 1.3594 0.4864 -0.0122
H -1.2056 -0.6658 0.4183
N -0.4568 1.3145 -0.8925
N 1.2938 -2.8000 1.1130
*
```

Values from the calculation:
maximum force: 6.8 eV/Å
SMILES: N#C/C=C/N
relative energy (zero: lowest compared OMol25 entry of this formula, charge and spin): 50.8 kcal per mole
HOMO: -9.094 eV